ORCA calculation (the ωB97M-V functional and the def2-TZVPD basis) on a molecular structure, C66H45Cl4N5O2Ru.

For the molar mass, the calculation gives 1183.0 g mol⁻¹. The HOMO-LUMO gap (spin up / spin down) comes out at 4.60 / 5.16 eV. The value obtained for the HOMO energy (spin up / spin down) is -0.1137 / -0.1865 Eh. The value obtained for the calculated total energy is -4902.13629 Eh. Its net charge is -1. For the strongest force on any atom, the calculation gives 0.87 eV/Å. As for the expectation value of S²: 8.8542. The spin multiplicity is 6.

Each line ends with the Löwdin spin population.
Geometry (Å):
Ru (-0.66, -1.54, 0.62)  1.687
Cl (-8.74, 2.77, 2.89)  0.005
C (-7.24, 2.00, 2.44)  0.020
C (-6.37, 2.64, 1.57)  -0.002
C (-5.18, 2.03, 1.22)  0.024
C (-4.84, 0.77, 1.72)  0.033
C (-5.74, 0.15, 2.59)  0.025
C (-6.94, 0.75, 2.95)  -0.002
C (-3.56, 0.12, 1.37)  0.317
C (-2.65, -0.14, 2.43)  0.060
C (-2.76, 0.34, 3.76)  0.099
C (-1.55, 0.07, 4.39)  0.057
C (-0.74, -0.60, 3.46)  0.086
C (0.57, -1.09, 3.72)  0.186
C (1.36, -0.36, 4.75)  0.014
C (1.44, 1.04, 4.62)  0.020
C (2.30, 1.79, 5.41)  -0.001
C (3.06, 1.15, 6.37)  0.017
Cl (4.18, 2.07, 7.33)  0.005
C (2.93, -0.21, 6.59)  -0.001
C (2.09, -0.95, 5.78)  0.018
C (1.18, -2.10, 2.98)  0.024
N (0.71, -2.56, 1.77)  0.122
C (1.56, -3.53, 1.34)  0.013
C (1.59, -4.06, 0.04)  0.209
C (2.60, -5.12, -0.22)  0.022
C (3.72, -4.85, -1.01)  0.012
C (4.71, -5.80, -1.21)  0.000
C (4.57, -7.05, -0.62)  0.007
Cl (5.81, -8.25, -0.85)  0.002
C (3.46, -7.36, 0.14)  0.000
C (2.48, -6.39, 0.34)  0.014
C (0.91, -3.52, -1.08)  0.052
C (1.04, -3.94, -2.41)  0.105
C (0.39, -2.99, -3.20)  0.074
C (-0.15, -2.03, -2.32)  0.131
N (0.12, -2.39, -1.04)  0.067
C (-0.83, -0.77, -2.63)  0.404
C (-1.99, -0.41, -1.82)  0.148
C (-3.19, 0.13, -2.25)  0.091
C (-3.98, 0.34, -1.12)  0.166
C (-3.23, -0.05, 0.00)  0.053
N (-2.04, -0.58, -0.46)  0.089
C (-0.31, 0.12, -3.62)  0.032
C (-0.72, 1.48, -3.71)  0.099
C (-0.20, 2.36, -4.64)  -0.012
C (0.77, 1.91, -5.53)  0.112
Cl (1.43, 3.00, -6.72)  0.031
C (1.26, 0.62, -5.44)  -0.013
C (0.74, -0.25, -4.50)  0.102
C (2.57, -3.75, 2.33)  -0.003
C (2.37, -2.83, 3.32)  -0.013
N (-1.43, -0.73, 2.28)  0.082
H (-6.62, 3.62, 1.18)  0.000
H (-4.49, 2.54, 0.56)  0.001
H (-5.50, -0.83, 2.99)  0.001
H (-7.63, 0.26, 3.62)  0.000
H (-3.61, 0.84, 4.18)  0.005
H (-1.27, 0.28, 5.41)  0.001
H (0.85, 1.53, 3.85)  0.001
H (2.40, 2.86, 5.25)  0.000
H (3.48, -0.68, 7.39)  0.000
H (1.97, -2.01, 5.97)  0.001
H (3.82, -3.87, -1.46)  0.000
H (5.58, -5.57, -1.79)  0.000
H (3.35, -8.35, 0.57)  0.000
H (1.61, -6.62, 0.95)  0.001
H (1.56, -4.82, -2.75)  0.005
H (0.25, -3.02, -4.27)  0.001
H (-3.47, 0.31, -3.28)  0.001
H (-4.99, 0.73, -1.09)  0.008
H (-1.44, 1.86, -3.00)  0.005
H (-0.53, 3.38, -4.68)  -0.003
H (2.05, 0.30, -6.11)  -0.003
H (1.17, -1.24, -4.42)  0.008
H (3.37, -4.47, 2.27)  0.000
H (2.97, -2.69, 4.20)  -0.001
C (2.43, 6.48, -4.29)  0.000
C (1.62, 6.31, -3.03)  0.000
C (0.83, 7.35, -2.56)  0.000
C (0.07, 7.21, -1.41)  0.000
C (0.14, 6.03, -0.69)  0.000
C (0.95, 4.98, -1.12)  0.000
N (1.02, 3.83, -0.31)  0.001
C (2.19, 3.21, 0.10)  0.001
C (3.41, 3.90, 0.14)  0.000
C (4.56, 3.28, 0.60)  0.000
C (4.53, 1.95, 1.02)  0.000
C (3.33, 1.26, 0.98)  0.000
C (2.16, 1.87, 0.54)  0.002
C (0.87, 1.08, 0.54)  0.007
O (-0.21, 1.68, 0.56)  0.007
O (1.03, -0.21, 0.54)  0.046
C (1.65, 5.09, -2.33)  0.000
C (2.40, 3.92, -2.92)  0.000
H (2.43, 7.53, -4.60)  0.000
H (2.01, 5.89, -5.10)  0.000
H (3.46, 6.16, -4.15)  0.000
H (0.81, 8.29, -3.11)  0.000
H (-0.56, 8.02, -1.07)  0.000
H (-0.42, 5.91, 0.23)  0.000
H (0.18, 3.31, -0.07)  0.000
H (3.43, 4.93, -0.19)  0.000
H (5.48, 3.84, 0.64)  0.000
H (5.43, 1.47, 1.38)  0.000
H (3.28, 0.22, 1.28)  0.000
H (2.07, 2.98, -2.48)  0.000
H (3.48, 4.00, -2.76)  0.000
H (2.22, 3.86, -4.00)  0.000
C (-1.89, -3.26, 0.94)  -0.003
C (-2.83, -3.48, -0.20)  0.008
C (-4.15, -3.02, -0.14)  0.003
C (-5.02, -3.22, -1.20)  0.002
C (-4.60, -3.89, -2.34)  -0.003
C (-3.30, -4.37, -2.40)  0.001
C (-2.43, -4.17, -1.34)  0.000
H (-1.20, -4.10, 1.04)  0.001
H (-2.41, -3.10, 1.87)  0.005
H (-4.49, -2.49, 0.74)  0.002
H (-6.04, -2.84, -1.14)  0.000
H (-5.28, -4.04, -3.17)  0.000
H (-2.96, -4.90, -3.29)  0.000
H (-1.41, -4.55, -1.40)  0.001